1.
This record from OMol25 describes a cluster of 14 separate species, C22H72O14 in total. The level of theory is wB97M-V/def2-TZVPD.

Output
Charge = 0
Energy relative to the best compared isomer or geometry (same formula, charge and spin) = 519.4 kJ/mol
HOMO level = -9.3528 eV

Atoms and positions in Å:
C 2.3431 3.2389 -1.8677
C 1.9441 2.9319 -3.2767
O 0.7591 2.1139 -3.1447
H 3.2931 3.7749 -1.7517
H 2.4261 2.3809 -1.2267
H 1.7121 3.9089 -1.3097
H 2.6971 2.2489 -3.7417
H 1.5961 3.7659 -3.8847
H 0.4631 1.7409 -4.0547
C 0.3921 -0.7541 4.3963
C 0.5711 -2.2781 4.0683
O 1.0081 -2.2811 2.7483
H 1.3451 -0.2491 4.3873
H 0.0561 -0.6021 5.4533
H -0.3219 -0.3311 3.6303
H -0.3999 -2.8751 4.1363
H 1.3301 -2.6731 4.7253
H 0.2331 -2.5391 2.2193
C 3.7381 -0.0311 -1.3437
C 5.0441 0.6909 -1.6357
O 5.8031 0.0729 -2.6607
H 3.1371 0.3699 -0.6047
H 3.8811 -1.1231 -1.0517
H 3.0851 -0.1091 -2.1717
H 5.6321 0.9359 -0.7897
H 4.7211 1.6089 -1.9717
H 6.7511 0.2159 -2.5377
C -2.7009 -2.4411 2.0983
C -2.0279 -3.2351 0.9883
O -0.7139 -3.6831 1.3163
H -3.7359 -2.0561 1.9583
H -2.0549 -1.5011 2.1363
H -2.7319 -3.0131 3.0603
H -2.0989 -2.6151 0.1003
H -2.7739 -3.9841 0.6943
H -0.2839 -3.7831 0.4983
C -2.0129 -4.6591 -2.5967
C -1.9339 -3.1811 -3.1207
O -0.6119 -2.8621 -3.5157
H -2.9079 -5.2291 -2.8437
H -1.8749 -4.8531 -1.5347
H -1.2429 -5.2331 -3.0647
H -2.1249 -2.4861 -2.3287
H -2.6649 -2.9451 -3.8607
H -0.4469 -3.1541 -4.3957
C 0.6351 -0.2311 0.6603
C -0.0739 0.0279 -0.6657
O -1.3119 0.5679 -0.3327
H -0.0779 -0.7631 1.2573
H 0.6571 0.6649 1.1773
H 1.5331 -0.8041 0.7483
H -0.3299 -0.8391 -1.2117
H 0.5361 0.5909 -1.3567
H -1.2459 1.4819 -0.0047
C 2.9161 1.3939 2.7503
C 3.8481 2.0529 1.7173
O 3.8511 3.4609 1.9403
H 1.8461 1.7859 2.7203
H 3.1171 1.6919 3.7563
H 2.8371 0.3159 2.7363
H 3.3911 1.8119 0.7903
H 4.8681 1.5829 1.7483
H 4.2551 3.7909 1.1443
C -4.3599 3.9479 -0.3887
C -3.4349 4.1709 -1.5197
O -2.6279 3.1199 -1.5557
H -4.6499 2.9089 -0.1737
H -5.2799 4.5129 -0.3847
H -3.8779 4.2669 0.4913
H -2.8709 5.0349 -1.2077
H -3.9649 4.3369 -2.4557
H -2.1789 3.1589 -2.4407
C 4.2571 -1.8611 3.4753
O 3.9761 -2.2171 2.1443
H 4.7741 -0.9321 3.5533
H 4.8741 -2.5461 3.8993
H 3.3131 -1.8021 4.0363
H 3.0071 -2.2421 2.1283
C -3.0189 1.0219 2.4543
O -1.8859 1.6089 2.9573
H -2.7999 0.3319 1.6233
H -3.8079 1.6379 2.0543
H -3.4709 0.3049 3.2053
H -1.6839 2.2129 2.2293
C -0.0619 3.3929 0.4573
O -1.2269 3.2679 1.1083
H 0.1951 4.4279 0.3353
H -0.1669 3.0009 -0.5397
H 0.7791 2.8939 1.0063
H -1.9089 3.4739 0.4643
C 1.9591 -3.5561 -0.9447
O 0.5161 -3.6031 -0.9997
H 2.2711 -4.2841 -0.2197
H 2.3071 -2.6131 -0.5827
H 2.5551 -3.7871 -1.7907
H 0.1381 -3.0431 -1.6987
C -2.0039 0.2699 -3.7957
O -2.6949 -0.1151 -2.6597
H -1.8559 1.3329 -3.7707
H -2.6649 0.0199 -4.6497
H -1.1299 -0.2891 -3.9047
H -2.1219 0.0689 -1.8937
C -4.5749 -0.4381 -0.1627
O -5.7309 -0.6031 -1.0027
H -4.0959 0.5529 -0.2107
H -3.8019 -1.1551 -0.3277
H -4.7939 -0.4371 0.9413
H -5.7289 -1.5761 -1.1877

Results of the Löwdin charge analysis, in e, for atoms 1 through 8: -0.09 -0.26 -0.15 0.09 0.04 0.05 0.12 0.11



2.
This record from OMol25 describes a cluster of 14 separate species, C22H72O22 in total. The level of theory is wB97M-V/def2-TZVPD.

Output
Charge = 0
Energy relative to the best compared isomer or geometry (same formula, charge and spin) = 97.1 kJ/mol
HOMO level = -9.6292 eV

Atoms and positions in Å:
C -0.6005 2.5128 -3.7029
O 0.6041 1.8922 -4.0805
H -1.2574 1.7416 -3.2031
H -0.4782 3.3505 -3.0204
H -1.1764 2.7626 -4.5352
H 1.2710 2.0820 -3.3696
C -1.0054 -2.9415 3.6847
O -1.3743 -1.6181 4.0368
H -0.7793 -3.4212 4.6547
H -1.8445 -3.5202 3.2551
H -0.2464 -2.9870 2.8545
H -0.7555 -1.0670 3.5677
C 0.5844 -1.3719 -5.6035
O 0.3657 -0.7973 -4.2672
H 0.5434 -2.5038 -5.5194
H -0.3101 -1.0629 -6.2104
H 1.5061 -0.9874 -6.1049
H 0.4397 0.1664 -4.3236
C 3.3173 -0.3450 3.0578
O 2.6951 0.7197 2.4427
H 2.8371 -0.5891 4.0616
H 3.2512 -1.2231 2.4522
H 4.3349 -0.1607 3.3155
H 3.4436 1.2786 2.1052
C -4.7839 -0.2300 -3.0583
O -4.0897 -1.2372 -2.2328
H -4.0645 0.6290 -3.1661
H -4.9884 -0.6439 -4.0772
H -5.6972 0.0910 -2.6485
H -4.6151 -2.0474 -2.2346
C 5.6239 0.9665 0.8962
O 4.9518 1.9309 1.7315
H 4.8515 0.4214 0.3029
H 6.3997 1.4591 0.3202
H 6.0925 0.2397 1.6212
H 4.9483 2.7695 1.1653
C -4.9311 -1.0357 4.1708
C -5.5935 -0.1198 5.2001
O -6.6444 -0.8566 5.8617
O -4.1329 -1.9650 4.7613
H -4.3244 -0.4524 3.3900
H -5.6936 -1.4675 3.5509
H -6.1775 0.6199 4.7251
H -4.7904 0.2561 5.7978
H -6.2069 -1.4730 6.4682
H -3.2083 -1.6451 4.8191
C 3.0003 -1.4253 -2.5467
C 2.7918 -2.5458 -1.4696
O 3.7309 -2.3907 -0.3867
O 4.4066 -1.3912 -2.7742
H 2.5971 -0.4585 -2.2096
H 2.4740 -1.6757 -3.4092
H 2.8490 -3.5459 -2.0036
H 1.8392 -2.4888 -0.9770
H 4.5074 -1.8486 -0.6666
H 4.5551 -1.0724 -3.6617
C -0.3112 -4.1334 -2.4252
C -1.4397 -3.2920 -2.9662
O -1.5847 -2.2343 -2.0887
O -0.7129 -4.6779 -1.1448
H 0.5689 -3.4782 -2.3486
H -0.0419 -4.9559 -3.0690
H -2.3850 -3.8436 -3.0045
H -1.1388 -2.9934 -4.0157
H -2.4834 -1.8104 -2.3237
H -0.9045 -4.0125 -0.4054
C -0.4153 3.1814 3.5245
C 0.2007 2.2888 4.5758
O 1.6262 2.2697 4.5359
O -0.5111 2.5531 2.2341
H 0.0783 4.2126 3.4137
H -1.3824 3.4080 3.9630
H -0.2279 1.3242 4.6169
H 0.0096 2.7841 5.4938
H 2.0003 1.8181 3.7134
H -0.6543 1.5811 2.4141
C 1.0520 5.1676 0.4697
C 0.2446 5.3614 -0.8654
O 0.9222 4.8740 -1.9580
O 1.5465 3.8347 0.5266
H 0.3002 5.3527 1.2497
H 1.9710 5.8063 0.5973
H -0.0378 6.3926 -0.9708
H -0.6651 4.8046 -0.7013
H 1.3650 4.0486 -1.6440
H 0.9584 3.1807 0.9525
C -1.0282 0.2118 0.0575
C 0.3023 0.1139 -0.6211
O 1.2893 0.9518 0.0220
O -0.9910 -0.2002 1.4181
H -1.7307 -0.3935 -0.5265
H -1.4774 1.2552 0.0518
H 0.1906 0.3582 -1.6586
H 0.5734 -0.9495 -0.4808
H 1.6240 0.5891 0.8603
H -1.6042 -0.9905 1.5291
C 3.6568 2.4450 -2.4189
C 4.3910 3.5773 -1.7205
O 4.2268 3.5463 -0.3327
O 2.3617 2.2592 -1.9554
H 4.2130 1.4824 -2.3059
H 3.5735 2.7430 -3.4588
H 4.0017 4.4960 -2.0822
H 5.4431 3.5827 -1.8562
H 3.3019 3.4307 -0.1410
H 2.2357 1.7535 -1.1038
C -3.7180 -4.6131 0.2632
C -3.5105 -3.1632 0.6282
O -2.2133 -2.7213 0.4611
O -3.4367 -4.9247 -1.0756
H -4.7952 -4.7438 0.4005
H -3.2468 -5.3191 0.9664
H -3.9655 -2.9808 1.5985
H -4.0967 -2.5314 -0.0465
H -2.1186 -2.3762 -0.4696
H -2.4433 -4.9776 -1.1603

Results of the Löwdin charge analysis, in e, for atoms 1 through 8: -0.13 -0.14 0.08 0.07 0.06 0.06 -0.14 -0.14



3.
This record from OMol25 describes a structure of composition C23H11Cl5N3O4RuS3. The level of theory is wB97M-V/def2-TZVPD.

Output
Charge = -1
Spin multiplicity = 5
Expectation value of S² = 6.014
Energy relative to the best compared isomer or geometry (same formula, charge and spin) = 43.2 kJ/mol
HOMO level (alpha / beta) = -4.8037 / -5.2332 eV

Atoms and positions in Å:
Ru -0.4945 -0.4551 0.6470
C 1.4013 -6.5928 0.8388
C 1.3582 -5.1879 1.3767
C 2.5115 -4.5365 1.7985
C 2.4577 -3.2418 2.2979
C 1.2421 -2.5824 2.3634
C 0.0744 -3.2307 1.9747
C 0.1384 -4.5231 1.4829
S 1.1562 -0.8668 2.8964
O 2.1517 -0.7104 3.9265
O -0.2364 -0.6218 3.2272
N 1.4531 -0.0054 1.5866
C 2.8324 0.1050 1.1758
C 2.9394 0.4279 -0.2938
O 3.7112 1.1814 -0.8033
O 2.0215 -0.3015 -1.0167
H 2.3956 -7.0267 0.9392
H 1.1211 -6.6137 -0.2159
H 0.6929 -7.2249 1.3766
H 3.4663 -5.0459 1.7397
H 3.3520 -2.7486 2.6584
H -0.8833 -2.7521 2.1258
H -0.7750 -5.0220 1.1809
H 3.3919 -0.8335 1.3167
H 3.3567 0.8864 1.7269
Cl 4.3825 -1.4535 -2.4844
C 3.0365 -0.6529 -3.1849
C 2.0046 -0.1842 -2.3801
C 0.8627 0.3638 -2.9597
Cl -0.4108 0.8587 -1.9243
C 0.7599 0.4717 -4.3417
Cl -0.6596 1.1254 -5.0390
C 1.8128 0.0440 -5.1495
Cl 1.6999 0.1927 -6.8543
C 2.9453 -0.5272 -4.5707
Cl 4.2182 -1.0967 -5.5681
S -2.3002 1.1808 0.9775
C -3.7111 0.3542 0.3865
C -4.9446 1.0015 0.5193
C -6.1313 0.4200 0.1027
C -7.3590 1.1351 0.2355
N -8.3407 1.7281 0.3307
C -6.1024 -0.8715 -0.4614
C -4.8841 -1.5159 -0.6067
C -3.6810 -0.9303 -0.2037
S -2.2124 -1.8251 -0.4804
C -7.3056 -1.5190 -0.8699
N -8.2670 -2.0632 -1.1926
H -4.9618 1.9876 0.9639
H -4.8529 -2.5050 -1.0437

Results of the Löwdin charge analysis, in e, for atoms 1 through 8: 0.76 -0.05 -0.27 -0.04 -0.07 -0.28 -0.11 -0.03



4.
This record from OMol25 describes a structure of composition C23H11I4N4O6Rh. The level of theory is wB97M-V/def2-TZVPD.

Output
Charge = 0
Spin multiplicity = 5
Expectation value of S² = 6.063
Energy relative to the best compared isomer or geometry (same formula, charge and spin) = 0.0 kJ/mol
HOMO level (alpha / beta) = -7.4186 / -7.3651 eV

Atoms and positions in Å:
Rh 14.3904 10.2144 4.5092
O 19.5588 12.9852 4.4930
C 19.6504 11.7143 4.0150
O 20.7356 11.3746 3.5392
C 18.4914 10.8187 4.1284
C 18.4376 9.4797 3.8127
N 17.1681 9.0117 3.9906
N 16.3392 10.0935 4.3977
C 17.1466 11.1991 4.5040
C 16.4630 12.3031 5.1273
O 17.0542 13.2203 5.6706
O 15.1525 12.1302 5.1283
H 18.6607 13.1525 4.9320
H 19.2702 8.8466 3.5012
H 16.8026 8.0651 3.8488
I 15.9842 4.8451 4.6660
C 15.3214 6.1253 6.1806
C 15.3100 5.6991 7.4916
C 15.0623 6.6245 8.5291
I 15.3935 5.9782 10.4969
C 14.6607 7.9804 8.2710
C 14.3762 8.9506 9.2826
C 14.0656 10.2472 8.8608
C 14.1446 10.6347 7.4800
N 14.3474 9.7037 6.5345
C 14.6313 8.3931 6.8661
C 14.9391 7.5130 5.7948
O 14.8711 8.0169 4.5868
H 15.4864 4.6340 7.7411
H 14.3558 8.6947 10.3341
H 13.8380 11.0655 9.5406
H 14.0245 11.6769 7.1630
I 10.4467 6.2716 4.2144
C 10.2384 8.3051 4.4355
C 8.9797 8.9362 4.6086
C 8.8730 10.3296 4.6078
I 6.8869 11.1619 4.4020
C 10.0732 11.1607 4.6146
C 10.0511 12.5877 4.8047
C 11.2865 13.2338 4.8926
C 12.4663 12.5438 4.6112
N 12.5261 11.2183 4.5902
C 11.3742 10.4969 4.5585
C 11.4382 9.0683 4.2716
O 12.6118 8.6727 3.9892
H 8.0991 8.3482 4.7120
H 9.1515 13.1592 4.8303
H 11.3525 14.3154 5.0835
H 13.3755 13.0935 4.3857

Results of the Löwdin charge analysis, in e, for atoms 1 through 8: 1.20 0.10 -0.46 0.08 -0.05 0.02 0.09 -0.07



5.
This record from OMol25 describes a structure of composition C23H12Cl68NO6P. The level of theory is wB97M-V/def2-TZVPD.

Output
Charge = 0
HOMO level = -9.8811 eV

Atoms and positions in Å:
N -4.6216 -1.3247 1.1491
C -4.6606 -1.0917 2.6354
C -3.1630 -1.0916 3.2069
C -2.7758 0.3218 3.8884
O -1.5934 -0.0753 4.6703
C -0.8191 1.1123 4.8231
O -0.1727 1.4373 5.8297
O -1.0205 1.7976 3.5807
C -2.3103 1.5250 2.9087
C -3.1282 2.9095 2.9546
P -2.1797 4.4163 2.2560
O -2.0486 5.4811 3.3674
O -3.1206 5.1593 1.0155
O -0.6948 4.0240 1.5421
H -5.4735 -0.9727 0.6951
H -3.7949 -0.8709 0.7295
H -5.2254 -0.1257 2.9177
H -5.2529 -1.9823 3.0660
H -2.3776 -1.4280 2.4475
H -3.1233 -1.8624 4.0597
H -3.5871 0.6293 4.6371
H -2.1072 1.2197 1.8287
H -4.1000 2.8665 2.3322
H -3.4701 3.0850 4.0378
H -3.7947 4.5121 0.7092
H -0.2311 4.8250 1.2142
C 0.8223 -2.2129 0.3678
Cl 2.1686 -3.0875 1.1339
Cl 0.3545 -0.8183 1.3790
Cl 1.3295 -1.6377 -1.2328
Cl -0.5694 -3.3053 0.1906
C 1.3903 2.7470 -1.0336
Cl 0.9687 1.3176 -0.0635
Cl -0.0340 3.7791 -1.3164
Cl 2.6232 3.6871 -0.1659
Cl 2.0391 2.2134 -2.6001
C -1.0230 4.7744 7.2768
Cl -1.7244 6.4077 7.2365
Cl -0.6778 4.2388 5.6224
Cl 0.4836 4.8004 8.2193
Cl -2.1756 3.6513 8.0339
C 0.5858 -4.3235 4.9266
Cl 2.2324 -4.9738 4.7760
Cl 0.0610 -3.6751 3.3578
Cl -0.5199 -5.6200 5.4302
Cl 0.5698 -3.0274 6.1394
C -1.6240 7.4894 -2.1325
Cl -0.9360 7.9843 -3.6931
Cl -2.5593 5.9932 -2.3467
Cl -0.3096 7.2090 -0.9690
Cl -2.6907 8.7711 -1.5222
C 4.1521 -4.4813 -2.2987
Cl 4.3670 -5.5955 -3.6656
Cl 5.5013 -4.6729 -1.1576
Cl 4.1182 -2.8096 -2.8984
Cl 2.6225 -4.8484 -1.4720
C -4.6194 5.2977 10.5911
Cl -5.2349 5.8506 12.1633
Cl -5.6927 5.8755 9.2987
Cl -2.9852 5.9421 10.3344
Cl -4.5685 3.5215 10.5681
C 6.3995 2.9797 -1.3441
Cl 8.0158 2.2482 -1.3906
Cl 5.9506 3.6141 -2.9551
Cl 5.2200 1.7449 -0.8589
Cl 6.3858 4.3068 -0.1634
C 10.1008 4.2323 -4.7409
Cl 10.2947 3.0910 -6.0885
Cl 11.4512 4.0379 -3.6016
Cl 10.0910 5.8946 -5.3685
Cl 8.5678 3.9049 -3.9037
C 3.9182 -7.7674 -7.4941
Cl 4.4671 -7.2023 -9.0859
Cl 3.0612 -9.3125 -7.6773
Cl 5.3227 -7.9916 -6.4291
Cl 2.8224 -6.5633 -6.7838
C -2.4351 -5.6092 -2.4027
Cl -2.9776 -5.1410 -0.7740
Cl -3.6646 -5.1348 -3.5938
Cl -0.9020 -4.7958 -2.7801
Cl -2.2000 -7.3682 -2.4639
C -7.3751 5.0377 0.0264
Cl -8.4436 5.0584 -1.3913
Cl -6.0315 3.9083 -0.2620
Cl -6.7226 6.6652 0.3021
Cl -8.2935 4.5079 1.4542
C -4.7981 -10.3055 -4.1156
Cl -3.0771 -10.5324 -3.7347
Cl -5.7332 -11.6645 -3.4569
Cl -5.3714 -8.7876 -3.3931
Cl -5.0110 -10.2393 -5.8780
C -0.1468 -12.3542 -1.3444
Cl -1.0157 -10.8055 -1.2986
Cl 0.1162 -12.8345 -3.0343
Cl 1.4206 -12.1786 -0.5276
Cl -1.1094 -13.5972 -0.5183
C -9.9510 8.3386 2.9006
Cl -9.7034 7.1812 1.5761
Cl -8.7115 8.0832 4.1469
Cl -9.8258 9.9953 2.2716
Cl -11.5620 8.0938 3.6081
C 9.1085 -6.8152 -4.3948
Cl 8.5283 -7.6197 -5.8685
Cl 10.0308 -5.3629 -4.8365
Cl 7.7196 -6.3519 -3.3897
Cl 10.1540 -7.9267 -3.4854
C 10.4635 6.0757 -9.2871
Cl 11.0218 6.6096 -10.8866
Cl 9.5809 4.5429 -9.4498
Cl 11.8633 5.8436 -8.2184
Cl 9.3868 7.3080 -8.5950

Results of the Löwdin charge analysis, in e, for atoms 1 through 8: -0.04 -0.26 -0.12 -0.20 -0.01 -0.41 0.07 -0.06



6.
This record from OMol25 describes a structure of composition C23H12CuN2O9. The level of theory is wB97M-V/def2-TZVPD.

Output
Charge = -2
Spin multiplicity = 2
Expectation value of S² = 0.754
Energy relative to the best compared isomer or geometry (same formula, charge and spin) = 0.0 kJ/mol
HOMO level (alpha / beta) = -1.1416 / -1.0942 eV

Atoms and positions in Å:
Cu -0.9053 -0.1200 -1.6865
O 0.4266 -5.4550 -3.8809
C 0.1489 -4.3433 -3.4695
C 0.9278 -3.0817 -3.7396
O 1.9518 -2.9972 -4.4086
C 0.1873 -2.0291 -3.0635
C -0.9617 -2.5505 -2.4262
O -1.7571 -1.7682 -1.8016
C -1.0482 -3.9910 -2.6212
O -1.8978 -4.7741 -2.2189
O 0.4329 -0.7731 -2.9855
C 1.3178 3.3032 -2.3520
C 0.6144 4.2476 -1.6081
C -0.5362 3.8554 -0.9591
C -0.9970 2.5416 -1.0776
N -0.3284 1.6505 -1.8520
C 0.8143 2.0201 -2.4315
C -2.1642 1.9846 -0.4067
C -3.0333 2.7046 0.4233
C -4.0828 2.0563 1.0462
C -4.2802 0.6922 0.8416
C -3.4184 -0.0265 0.0154
C -2.3543 0.6055 -0.6114
H 2.2465 3.5578 -2.8445
H 0.9728 5.2673 -1.5342
H -1.0849 4.5509 -0.3378
H 1.3237 1.2417 -2.9859
H -2.8796 3.7680 0.5949
H -4.7536 2.6124 1.6927
H -5.1045 0.1877 1.3380
H -3.5667 -1.0903 -0.1334
O 1.0711 -2.5814 -0.1047
C 0.9804 -1.4825 0.4412
O 0.3853 -0.4340 0.0635
C 1.6922 -1.3316 1.7934
C 2.4533 -2.3800 2.2942
C 3.1189 -2.2541 3.5095
C 3.0276 -1.0831 4.2337
C 2.2596 -0.0327 3.7333
C 1.5912 -0.1543 2.5161
N 2.1712 1.1867 4.4884
O 1.5112 2.1062 4.0516
O 2.7665 1.2624 5.5543
H 2.5118 -3.2913 1.7128
H 3.7126 -3.0765 3.8893
H 3.5390 -0.9625 5.1776
H 0.9971 0.6610 2.1300

Results of the Löwdin charge analysis, in e, for atoms 1 through 8: 0.54 0.06 -0.28 -0.31 0.03 -0.29 -0.28 -0.06



For the records above, the corresponding total energy values read -1934.44815 -2536.46858 -4938.79097 -2854.79373 -33023.96958 -3310.82100 a.u..